{"formula": "C48H39BrFN7O6PbS5", "method": "wB97M-V/def2-TZVPD", "charge": -2, "total_energy_ha": -7545.131593, "spin_multiplicity": 1, "symbols": ["Pb", "C", "O", "C", "C", "C", "Br", "C", "C", "C", "O", "C", "N", "C", "C", "C", "C", "C", "C", "N", "H", "H", "H", "H", "H", "H", "H", "H", "H", "H", "H", "C", "C", "C", "C", "C", "C", "C", "F", "C", "C", "C", "O", "C", "C", "N", "C", "C", "O", "O", "H", "H", "H", "H", "H", "H", "H", "H", "H", "H", "H", "O", "C", "S", "C", "C", "S", "S", "S", "N", "C", "S", "C", "C", "C", "N", "C", "C", "H", "H", "H", "H", "H", "H", "N", "C", "C", "C", "N", "C", "C", "H", "H", "H", "H", "H", "H", "C", "C", "C", "C", "C", "C", "H", "H", "H", "H", "H"], "positions_angstrom": [[0.149, -0.360, 0.098], [0.676, 1.115, 3.360], [0.043, 1.570, 2.163], [-0.510, 2.781, 2.150], [-0.229, 3.803, 3.032], [-0.845, 5.043, 2.857], [-0.405, 6.462, 4.053], [-1.743, 5.275, 1.856], [-2.061, 4.230, 0.968], [-1.439, 2.990, 1.105], [-1.671, 1.931, 0.333], [-3.087, 4.418, -0.054], [-3.406, 3.544, -0.976], [-4.449, 4.106, -1.697], [-5.175, 3.603, -2.771], [-6.192, 4.385, -3.291], [-6.484, 5.651, -2.764], [-5.765, 6.167, -1.699], [-4.751, 5.370, -1.182], [-3.863, 5.543, -0.137], [-0.035, 1.159, 4.185], [1.569, 1.714, 3.578], [0.931, 0.076, 3.185], [0.464, 3.652, 3.844], [-2.196, 6.252, 1.761], [-2.340, 2.170, -0.348], [-4.946, 2.627, -3.178], [-6.779, 4.012, -4.121], [-7.292, 6.233, -3.191], [-5.982, 7.147, -1.290], [-3.832, 6.322, 0.494], [7.433, -3.886, -0.044], [6.463, -4.366, 1.035], [7.124, -4.572, 2.393], [7.642, -3.248, 2.940], [6.532, -2.225, 2.954], [6.558, -1.158, 3.825], [5.508, -0.249, 3.844], [5.585, 0.789, 4.708], [4.417, -0.383, 3.038], [4.366, -1.459, 2.149], [3.164, -1.603, 1.284], [2.220, -0.847, 1.485], [3.243, -2.649, 0.283], [4.313, -3.482, 0.317], [5.352, -3.416, 1.183], [5.425, -2.368, 2.095], [2.261, -2.922, -0.865], [2.510, -3.913, -1.564], [1.309, -2.103, -1.050], [8.272, -4.581, -0.144], [7.824, -2.894, 0.194], [6.918, -3.817, -1.004], [6.024, -5.307, 0.709], [7.928, -5.303, 2.295], [6.378, -4.977, 3.081], [8.477, -2.895, 2.327], [8.032, -3.377, 3.951], [7.396, -1.020, 4.500], [3.585, 0.311, 3.064], [4.343, -4.282, -0.414], [-5.575, -3.285, 5.731], [-4.738, -2.668, 5.074], [-3.068, -3.148, 4.876], [-2.490, -1.815, 3.841], [-3.429, -0.875, 3.536], [-3.284, 0.573, 2.574], [-5.047, -1.168, 4.227], [-0.818, -1.916, 3.377], [-6.922, -3.478, -1.235], [-5.888, -3.594, -2.081], [-6.113, -4.209, -3.604], [-4.581, -3.112, -1.546], [-3.382, -3.483, -2.143], [-2.193, -3.037, -1.587], [-2.150, -2.259, -0.505], [-3.292, -1.896, 0.074], [-4.527, -2.298, -0.421], [-7.773, -3.934, -1.519], [-6.744, -3.404, -0.245], [-3.388, -4.118, -3.019], [-1.229, -3.303, -2.017], [-3.213, -1.249, 0.958], [-5.421, -1.933, 0.068], [-2.159, -0.116, -6.357], [-1.717, -0.149, -5.041], [-2.582, 0.140, -3.988], [-2.087, 0.139, -2.700], [-0.818, -0.144, -2.397], [0.010, -0.425, -3.407], [-0.388, -0.429, -4.730], [-3.138, -0.301, -6.494], [-1.567, -0.581, -7.024], [-3.632, 0.339, -4.175], [-2.746, 0.347, -1.861], [1.026, -0.681, -3.124], [0.325, -0.665, -5.512], [3.443, 3.076, -2.183], [3.894, 1.817, -1.800], [3.017, 0.916, -1.197], [1.671, 1.218, -0.950], [1.249, 2.487, -1.370], [2.109, 3.407, -1.969], [4.120, 3.790, -2.640], [4.930, 1.537, -1.972], [3.406, -0.064, -0.921], [0.207, 2.778, -1.235], [1.737, 4.382, -2.269]], "lowdin_charge": [1.4011, -0.0937, -0.1828, -0.2342, -0.0365, -0.6751, 0.6810, -0.1037, -0.0644, -0.2308, -0.0599, -0.2277, 0.1721, -0.2062, -0.0104, -0.1064, -0.1151, -0.0341, -0.1879, 0.1680, 0.1033, 0.0879, 0.0002, 0.1018, 0.0872, 0.0763, 0.1025, 0.0927, 0.0905, 0.1013, 0.1445, -0.0320, -0.3173, -0.1415, -0.1409, -0.1403, 0.0354, -0.2595, 0.0499, 0.0859, -0.0242, -0.2914, -0.0925, -0.0124, 0.0188, 0.0018, -0.0805, -0.6103, -0.0162, -0.1852, 0.0817, 0.0812, 0.0836, 0.1441, 0.1146, 0.1285, 0.1117, 0.1153, 0.1252, 0.1270, 0.1382, -0.1692, -1.1146, 0.8585, -1.2255, -1.2251, 0.3968, 0.8461, 0.3395, 0.0735, -0.8259, 0.5870, -0.2472, -0.0455, -0.1272, 0.0378, -0.1195, -0.0009, 0.0837, 0.1023, 0.0786, 0.1127, 0.0222, 0.1108, 0.0951, -0.3274, -0.0186, -0.1352, -0.0059, -0.1215, -0.0129, 0.0855, 0.0819, 0.1037, 0.1108, 0.1054, 0.1060, -0.1400, -0.1246, -0.1476, -0.2671, -0.1517, -0.1232, 0.0799, 0.0833, 0.0739, 0.0758, 0.0852]}

=====

{"formula": "C3H9N3O", "method": "wB97M-V/def2-TZVPD", "charge": 0, "smiles": "CN[C@@]1(N)ON1C", "total_energy_ha": -359.102478, "e_above_lowest_kcal_mol": 89.1, "spin_multiplicity": 1, "symbols": ["C", "N", "C", "N", "O", "N", "C", "H", "H", "H", "H", "H", "H", "H", "H", "H"], "positions_angstrom": [[1.050, -1.520, -0.403], [0.562, -0.265, -0.946], [-0.670, 0.339, -0.571], [-1.150, 1.275, -1.510], [-1.598, -0.376, 0.184], [-0.755, 0.821, 0.750], [0.042, 0.457, 1.884], [0.215, -2.125, -0.045], [1.555, -2.075, -1.198], [1.769, -1.337, 0.402], [1.037, 0.155, -1.734], [-0.633, 2.039, -1.922], [-2.150, 1.449, -1.477], [1.076, 0.787, 1.733], [0.000, -0.614, 2.095], [-0.350, 0.990, 2.756]], "nbo_charge": [-0.4098, -0.6783, 0.6268, -0.8804, -0.4168, -0.1801, -0.4574, 0.2166, 0.1997, 0.1760, 0.3910, 0.3915, 0.3975, 0.2068, 0.2108, 0.2062]}

=====

{"formula": "C2H3O2P", "method": "wB97M-V/def2-TZVPD", "charge": 0, "smiles": "C#COPO", "total_energy_ha": -569.748289, "e_above_lowest_kcal_mol": 53.1, "spin_multiplicity": 1, "symbols": ["C", "C", "O", "P", "O", "H", "H", "H"], "positions_angstrom": [[0.553, 1.253, 2.149], [-0.088, 0.592, 1.371], [-0.981, 0.062, 0.383], [-0.335, -0.933, -0.822], [0.414, 0.189, -1.703], [1.201, 1.647, 2.774], [-1.453, -0.833, -1.572], [-0.167, 0.974, -1.949]], "nbo_charge": [-0.3165, 0.2904, -0.7703, 1.2109, -0.9948, 0.2169, -0.1367, 0.5001]}

=====

{"formula": "C5H15NO", "method": "wB97M-V/def2-TZVPD", "charge": 1, "total_energy_ha": -329.112173, "s2": 0.75, "e_above_lowest_kcal_mol": 52.8, "spin_multiplicity": 2, "symbols": ["C", "C", "C", "C", "C", "N", "H", "H", "H", "H", "H", "H", "H", "H", "H", "H", "H", "H", "H", "H", "H", "O"], "positions_angstrom": [[-1.147, 1.693, -0.756], [-0.515, 0.289, -0.659], [-0.896, -0.404, 0.687], [-0.333, -1.792, 0.839], [-0.790, 0.484, 1.948], [0.932, 0.433, -0.955], [-2.069, 1.736, -0.206], [-1.346, 1.896, -1.827], [-0.393, 2.494, -0.396], [-0.905, -0.228, -1.541], [-2.009, -0.448, 0.554], [-0.711, -2.553, 0.129], [0.745, -1.930, 1.001], [-0.522, -2.231, 1.822], [-1.499, 1.320, 1.903], [0.198, 0.919, 2.127], [-0.819, -0.090, 2.933], [1.516, 0.261, -0.126], [1.136, 1.442, -1.050], [3.899, -1.160, -1.862], [2.370, -0.875, -2.087], [3.159, -1.253, -2.477]], "mulliken_spin": [0.0667, 0.0146, 0.0528, 0.0066, 0.0116, 0.7316, 0.0163, -0.0004, -0.0048, 0.0695, 0.0071, 0.0001, 0.0033, 0.0035, 0.0001, -0.0018, 0.0024, -0.0015, -0.0014, -0.0011, -0.0055, 0.0303]}

=====

{"formula": "CH2BrClO", "method": "wB97M-V/def2-TZVPD", "charge": 0, "total_energy_ha": -3148.578817, "e_above_lowest_kcal_mol": 94.5, "spin_multiplicity": 1, "symbols": ["C", "O", "Cl", "Br", "H", "H"], "positions_angstrom": [[-0.763, -0.183, 0.090], [1.396, -0.383, -0.338], [-0.908, -0.871, 1.561], [2.131, 1.200, -0.544], [-0.907, 0.934, 0.189], [-0.948, -0.696, -0.959]], "nbo_charge": [-0.1726, -0.7624, 0.1683, 0.2775, 0.2247, 0.2646]}

=====

{"formula": "C8H7NO3S", "method": "wB97M-V/def2-TZVPD", "charge": 0, "total_energy_ha": -987.469312, "e_above_lowest_kcal_mol": 125.9, "spin_multiplicity": 1, "symbols": ["C", "C", "C", "C", "C", "C", "C", "C", "N", "O", "O", "O", "S", "H", "H", "H", "H", "H", "H", "H"], "positions_angstrom": [[2.941, 0.981, -0.255], [2.657, 0.688, 1.052], [2.280, 0.336, -1.284], [1.547, -0.140, 1.374], [1.259, -0.493, -1.009], [0.851, -0.700, 0.304], [-2.870, -0.209, -0.392], [-1.800, -0.511, 0.676], [-3.668, 0.867, -0.115], [-3.268, 1.675, 0.705], [-4.635, 1.020, -0.852], [-1.074, -2.320, -0.827], [-0.597, -1.770, 0.439], [3.670, 1.764, -0.460], [3.210, 1.081, 1.874], [2.537, 0.268, -2.376], [1.284, -0.285, 2.343], [0.647, -1.149, -1.655], [-2.801, -0.877, -1.215], [-2.170, -0.226, 1.673]], "nbo_charge": [-0.1925, -0.1924, -0.2053, -0.1942, -0.2251, -0.2554, -0.0927, -0.3616, 0.4594, -0.3816, -0.3687, -0.9578, 1.3107, 0.2246, 0.2214, 0.2335, 0.2149, 0.2506, 0.2670, 0.2454]}